(1)
C22H46F6Ni2O17S2 as an isolated structure, computed with ωB97M-V/def2-TZVPD.

The geometry in XYZ format:
```
95
Properties=species:S:1:pos:R:3
Ni 2.39 -19.86 -2.73
Ni 1.76 -23.26 -3.52
C 6.03 -22.72 -2.42
F 5.63 -23.43 -1.35
F 6.95 -21.85 -2.07
F 6.69 -23.53 -3.26
S 4.54 -22.10 -3.35
O 3.79 -23.34 -3.28
O 4.14 -20.98 -2.49
O 5.00 -21.74 -4.63
C 4.18 -15.91 -1.25
F 2.97 -15.30 -1.58
F 4.96 -15.74 -2.24
F 4.55 -15.23 -0.19
S 4.03 -17.72 -0.83
O 5.42 -18.03 -0.46
O 3.06 -17.80 0.23
O 3.59 -18.36 -2.05
O -0.16 -23.43 -3.68
C -0.67 -22.15 -3.58
C 0.27 -21.20 -4.39
O 1.57 -21.30 -3.76
H -0.68 -21.68 -2.58
H -1.74 -22.13 -3.87
H -0.11 -20.15 -4.42
H 0.41 -21.69 -5.35
C 2.74 -19.43 -5.62
O 2.38 -18.73 -4.50
C 1.20 -17.90 -4.65
C 0.83 -17.49 -3.26
O 0.61 -18.64 -2.51
C 0.46 -18.37 -1.09
C 0.58 -19.72 -0.42
O 1.75 -20.32 -0.90
C 2.59 -20.99 0.02
H 3.04 -18.74 -6.45
H 1.90 -19.97 -6.10
H 3.61 -20.07 -5.40
H 0.37 -18.47 -5.06
H 1.47 -17.10 -5.37
H -0.15 -16.94 -3.21
H 1.59 -16.80 -2.76
H -0.50 -17.91 -0.86
H 1.29 -17.82 -0.71
H -0.26 -20.36 -0.66
H 0.61 -19.64 0.73
H 1.95 -21.21 0.87
H 3.47 -20.41 0.19
H 2.93 -21.95 -0.45
C 4.68 -20.79 -8.31
O 5.73 -20.17 -9.08
C 7.00 -20.14 -8.47
C 7.41 -18.67 -8.40
O 6.59 -17.83 -7.66
C 6.75 -17.92 -6.27
C 6.24 -16.58 -5.70
O 4.77 -16.54 -5.77
C 4.17 -16.32 -7.05
H 3.71 -20.46 -8.64
H 4.81 -20.62 -7.26
H 4.74 -21.83 -8.44
H 7.76 -20.60 -9.11
H 7.02 -20.62 -7.50
H 7.43 -18.29 -9.40
H 8.43 -18.70 -7.94
H 7.84 -18.03 -6.05
H 6.22 -18.73 -5.76
H 6.55 -15.77 -6.38
H 6.51 -16.47 -4.62
H 3.09 -16.22 -6.88
H 4.31 -17.20 -7.76
H 4.54 -15.44 -7.55
C 0.52 -23.53 -0.80
O 1.84 -23.77 -1.29
C 2.21 -25.15 -1.21
C 1.59 -26.03 -2.28
O 1.99 -25.51 -3.57
C 1.41 -26.08 -4.71
C 2.13 -25.46 -5.88
O 2.04 -24.02 -5.69
C 2.94 -23.35 -6.51
H 0.23 -22.52 -1.20
H 0.49 -23.38 0.33
H -0.26 -24.27 -1.16
H 1.95 -25.53 -0.21
H 3.31 -25.19 -1.32
H 0.45 -26.21 -2.20
H 2.11 -27.02 -2.11
H 0.32 -25.85 -4.63
H 1.52 -27.15 -4.68
H 1.72 -25.76 -6.85
H 3.20 -25.81 -5.84
H 2.91 -23.74 -7.57
H 4.00 -23.55 -6.21
H 2.78 -22.31 -6.47
```

Results
2S+1 ... 5
E_LUMO (spin up / spin down) ... 0.476 / 0.466 eV
Total charge ... 0

***

(2)
One molecule with the formula C5H10IP, computed with ωB97M-V/def2-TZVPD.

The geometry in XYZ format:
```
17
Properties=species:S:1:pos:R:3
C -0.09 -1.42 -0.03
C 1.33 -1.06 -0.76
C -0.17 -0.63 1.21
C -1.54 1.16 -0.01
C -0.46 0.81 1.09
P 1.27 0.51 -1.57
I 0.68 -1.37 3.03
H -0.78 -1.02 -0.63
H -0.28 -2.50 0.22
H 2.18 -1.24 0.00
H -2.53 0.72 0.15
H -1.05 0.87 -1.01
H -1.62 2.22 0.23
H -0.75 1.19 2.10
H 0.51 1.35 0.77
H 0.62 -0.04 -2.74
H 2.67 0.45 -2.06
```

Results
Energy above the lowest of the compared OMol25 structures with the same formula, charge and spin ... 349.0 kJ/mol
E_LUMO (spin up / spin down) ... -0.215 / 0.098 eV
Total charge ... 0

***

(3)
One molecule with the formula C3H4N4O, computed with ωB97M-V/def2-TZVPD.

The geometry in XYZ format:
```
12
Properties=species:S:1:pos:R:3
C -2.66 -0.72 0.32
N -1.99 0.35 -0.08
N -0.68 0.23 -0.54
C -0.02 1.26 -0.12
N 1.21 1.11 0.33
C 1.56 -0.19 0.07
O 2.67 -0.73 0.15
N 0.27 -0.88 -0.26
H -3.72 -0.63 0.94
H -2.07 -1.67 0.47
H -0.61 2.22 0.20
H 0.12 -1.78 -0.59
```

Results
Energy above the lowest of the compared OMol25 structures with the same formula, charge and spin ... 375.1 kJ/mol
E_LUMO ... 0.116 eV
Total charge ... 0